46
Properties=species:S:1:pos:R:3 method="wB97M-V/def2-TZVPD" gap_ev=8.935 smiles="O=C(c1ccc(CSc2ccccc2)cc1)N1CCCCCC1" e_above_lowest_ev=0.162 molar_mass_g_mol=325.5 total_energy_ev=-35486.8221
O -0.2657 1.7447 -3.6683
C -0.1362 0.9967 -2.7163
C -0.8491 1.2680 -1.4234
C -0.2521 2.0685 -0.4578
C -0.9280 2.3724 0.7095
C -2.2126 1.8878 0.9276
C -2.9384 2.2187 2.1949
S -3.8277 0.8056 2.9476
C -2.5567 -0.1635 3.7049
C -2.9651 -1.0664 4.6826
C -2.0364 -1.8689 5.3143
C -0.6938 -1.7764 4.9817
C -0.2919 -0.8823 4.0054
C -1.2159 -0.0781 3.3604
C -2.8146 1.1068 -0.0512
C -2.1418 0.8009 -1.2186
N 0.6326 -0.1157 -2.7555
C 0.8400 -0.9947 -1.6325
C 2.2815 -0.9793 -1.1106
C 3.2605 -1.6849 -2.0499
C 3.8280 -0.8076 -3.1714
C 2.8341 0.1565 -3.8293
C 1.4038 -0.3761 -3.9550
H 0.7443 2.4527 -0.6204
H -0.4538 2.9932 1.4574
H -2.2709 2.6336 2.9505
H -3.7385 2.9360 1.9982
H -4.0124 -1.1266 4.9377
H -2.3604 -2.5651 6.0735
H 0.0337 -2.3995 5.4798
H 0.7514 -0.8074 3.7345
H -0.8851 0.5992 2.5897
H -3.8138 0.7308 0.1135
H -2.6166 0.1946 -1.9756
H 0.5825 -2.0179 -1.9355
H 0.1601 -0.6999 -0.8310
H 2.2814 -1.4952 -0.1480
H 2.5977 0.0496 -0.9357
H 2.7596 -2.5548 -2.4807
H 4.1035 -2.0640 -1.4679
H 4.2411 -1.4718 -3.9339
H 4.6581 -0.2171 -2.7776
H 3.2073 0.4073 -4.8233
H 2.7846 1.0895 -3.2648
H 0.8949 0.1487 -4.7669
H 1.3967 -1.4485 -4.1623